ORCA calculation (the ωB97M-V functional and the def2-TZVPD basis) on a structure of composition C5H5NO.

Properties
frontier orbital gap	11.016	eV
HOMO energy	-10.2	eV
energy	-323.4200	hartree
energy above the lowest of the compared OMol25 structures with the same formula, charge and spin	62.56	kcal per mole

Each line ends with the Mulliken charge.
Atoms and positions in Å:
O 0.06 -0.36 1.42  -0.408
N 2.83 1.24 0.24  -0.427
C -1.02 0.79 -0.43  -0.668
C 1.97 0.47 0.22  -0.013
C -1.07 -0.31 0.57  -0.016
C 0.91 -0.55 0.27  0.318
C -0.29 -0.49 -0.70  -0.307
H -1.96 0.96 -0.93  0.260
H -0.37 1.66 -0.38  0.222
H 1.38 -1.54 0.30  0.309
H -0.43 -1.14 -1.55  0.353
H -1.98 -0.80 0.89  0.377